[1]
# C11H3F4N4O2

A cluster of 2 separate species, C11H3F4N4O2 in total in a non-equilibrium geometry (ωB97M-V/def2-TZVPD, the Open Molecules 2025 dataset).

```
24
Properties=species:S:1:pos:R:3:forces:R:3
C 2.0757 4.3956 -0.6343 -1.092 -1.747 0.122
C 0.1547 -0.2973 2.4861 -0.648 -1.288 -0.635
H 2.8315 5.0827 -0.2703 -0.135 0.190 -0.341
C 0.5976 -1.3414 1.7278 -0.961 0.388 1.096
C 2.0660 0.9631 1.6529 3.146 -1.264 2.259
C 0.7579 1.0420 2.3875 -0.182 0.770 -0.196
N 1.3479 4.6759 -1.7242 0.649 1.310 -0.121
N 1.9542 3.2664 0.0907 1.021 1.560 0.126
C 1.0439 2.4283 -0.3194 -1.332 -0.402 -1.955
C 0.2150 2.6525 -1.4831 0.786 -0.471 1.103
F -0.9717 -0.4096 3.2207 0.438 0.021 -0.414
F -0.0923 -2.4940 1.7066 0.140 0.447 0.066
O 2.0518 -2.1412 -0.0004 -0.443 0.214 1.397
C 0.4219 3.8473 -2.1784 -0.304 -1.125 0.616
O 0.2814 2.0854 2.7982 0.448 -1.301 0.180
N 0.7690 1.1718 0.1538 -1.277 1.593 -1.148
N -0.5462 1.5405 -1.6554 -0.710 -1.545 0.105
F 3.9887 -0.2437 0.9253 0.377 0.097 -0.423
C 2.6849 -0.2040 1.2144 -1.381 0.381 1.331
H -0.1598 4.0906 -3.0750 0.340 0.116 0.257
C 1.8214 -1.3212 0.9001 1.550 0.218 -1.473
C -0.1992 0.6794 -0.6646 -0.093 1.968 -1.180
F 2.9005 1.9498 2.0816 -0.718 -0.758 -0.788
H -0.6645 -0.3117 -0.5566 0.381 0.627 0.016
```
Forces are in eV/Å.

Computed properties:
- gap between HOMO and LUMO (eV) = 6.721
- total charge = -1
- highest occupied orbital energy (eV) = -4.844

Here are the Mulliken charges for atoms 1 to 5, given in e: -0.217 0.302 0.409 0.297 0.763

=====

[2]
# C36H47FN7O11SiY

A structure of composition C36H47FN7O11SiY in a non-equilibrium geometry (ωB97M-V/def2-TZVPD, the Open Molecules 2025 dataset).

```
104
Properties=species:S:1:pos:R:3:forces:R:3
O -0.1338 -3.3204 3.9187 -0.060 0.218 -0.090
N -3.7340 -3.6833 1.7696 -0.070 -0.201 -0.292
C -0.6814 0.9857 -2.9393 -0.060 -0.036 -0.028
C -0.1043 7.4152 -0.2952 0.026 0.026 -0.041
C -0.8118 9.6992 1.0932 -0.027 0.006 0.044
H 2.4876 0.2226 -0.1610 -0.044 -0.013 0.021
H 1.9537 10.8831 -0.5153 -0.011 -0.007 0.004
H 0.9659 -1.2883 -4.0060 0.008 -0.044 -0.022
C -2.9475 -3.2358 2.7343 0.053 0.195 -0.067
H 4.1452 -3.7937 -4.5520 -0.002 -0.018 0.035
H -4.4244 -3.4969 -0.1889 -0.022 0.000 0.021
C -4.0706 -4.6200 4.4181 0.075 0.103 -0.013
C -4.6750 -4.6686 2.0574 0.070 0.207 -0.274
H 1.0951 -5.8859 3.0043 0.008 0.000 -0.013
C 3.3827 -5.4172 1.4894 0.093 -0.025 0.004
H -3.7398 -1.6463 -2.6090 0.016 0.041 -0.018
H -3.4377 0.0836 -2.8153 0.027 0.016 0.026
H 0.1654 6.5398 -0.8720 -0.013 0.041 -0.005
H 3.6277 2.2669 0.6750 -0.035 0.013 -0.018
H 2.2944 4.2737 1.3991 -0.016 -0.022 -0.040
Si 2.8521 -2.4784 -2.9324 -0.118 0.001 0.110
C -3.4828 -3.3630 0.3419 -0.119 0.076 0.250
C 0.4565 3.3888 0.6464 -0.039 0.141 0.130
H 4.8042 -1.1475 -2.1557 -0.041 0.030 -0.030
C 0.0433 0.2255 1.4931 -0.238 0.276 -0.216
H -0.2792 0.9738 2.2117 0.052 -0.002 0.108
N -1.9140 6.1924 0.8492 -0.008 -0.026 -0.080
O 1.6642 -0.3455 3.1119 0.086 -0.049 0.049
H -0.0213 -5.5445 1.6688 -0.005 0.022 -0.006
O -4.1452 -4.9401 5.5689 -0.003 -0.003 0.031
C -4.8585 -5.1149 3.2990 -0.051 -0.092 0.192
C 3.9635 -3.8165 -0.2159 0.008 -0.010 -0.024
C 1.9754 1.1244 0.1351 -0.090 0.097 -0.050
O -1.0608 -3.0828 1.5126 -0.537 -0.214 0.934
H 3.4306 -0.0955 -2.5134 0.029 -0.038 -0.021
H -3.1799 -2.3289 0.2512 -0.062 0.008 -0.007
H -3.0033 -0.8092 1.6010 0.022 -0.005 -0.027
Y 0.1688 -2.7768 -0.1864 -0.111 1.082 -0.770
C 4.3379 -4.6943 0.7692 0.030 0.000 0.033
C -1.9955 -0.9159 2.0059 -0.060 0.077 -0.027
H 0.4174 11.7308 -0.6718 -0.001 -0.013 0.006
C 2.5444 2.2558 0.6196 0.116 0.009 0.076
H 2.0431 -2.0230 -5.2068 -0.052 0.003 0.035
H 0.3716 5.3980 1.0095 -0.003 -0.027 0.006
H 1.4136 8.6218 -1.1888 -0.018 -0.006 0.012
C 2.0540 -5.2173 1.1993 -0.186 0.076 -0.022
C -2.4137 -4.3008 -0.2439 0.093 -0.131 -0.173
H 3.6696 -6.1109 2.2676 0.012 0.010 -0.014
C 0.2544 9.7660 0.2001 0.024 0.002 -0.023
H -1.4218 -2.2156 -2.7559 0.066 -0.014 0.016
H -5.2476 -5.0503 1.2259 0.043 0.008 -0.027
H -1.1771 1.6242 -2.2057 0.029 -0.008 0.012
C 3.9693 -0.9880 -2.8451 0.129 0.153 0.032
C 1.1310 -0.6876 2.0812 0.000 -0.312 -0.085
H 1.4017 1.2768 -2.4356 -0.039 0.040 0.022
N 1.6808 -4.3670 0.2256 0.692 -0.584 0.070
C -1.6872 -2.3789 2.4200 -0.152 -0.143 0.094
C -3.0312 -0.8405 -2.4029 -0.054 -0.026 0.014
H 1.0937 1.0461 -4.1686 0.013 -0.013 0.050
C 0.7074 1.4911 -3.2501 0.079 0.012 -0.009
C 2.5939 -3.6626 -0.5093 0.011 -0.018 -0.206
H -2.3056 8.4819 2.0326 0.020 0.000 -0.023
O -0.6319 -0.3661 -2.4379 0.017 -0.019 -0.024
C 0.9933 11.0590 -0.0314 -0.023 -0.048 -0.002
H 0.9684 -7.0037 1.6494 -0.002 0.003 -0.007
H -2.4841 -3.2788 4.6645 0.004 -0.013 -0.015
H -1.9078 -0.2739 2.8833 -0.059 0.043 -0.004
H 0.8824 -3.0295 -4.3255 0.039 0.039 -0.006
N 2.0391 -2.8197 -1.4358 0.754 -0.475 -0.170
N -3.1363 -3.6462 3.9727 -0.049 -0.134 0.305
C -1.5637 4.8542 0.7281 0.062 0.106 -0.002
C 3.8596 -3.9442 -3.5065 0.098 -0.153 -0.017
H -1.1006 10.5860 1.6472 0.004 -0.020 -0.016
C -1.4977 8.5173 1.3103 0.002 0.053 0.030
H -1.2280 2.2343 -0.0844 0.076 -0.036 0.017
H 1.1787 11.5823 0.9074 -0.006 -0.013 -0.002
C -0.1755 2.2940 0.1288 -0.027 -0.140 -0.014
H 4.7750 -4.0928 -2.9316 -0.015 -0.021 -0.039
H 4.6935 -3.2238 -0.7490 -0.007 -0.016 0.011
H 3.2748 -4.8671 -3.4484 0.029 0.036 -0.016
H -1.2915 0.9905 -3.8464 -0.026 0.017 -0.017
H 0.1674 0.4277 -0.5258 0.042 -0.072 -0.011
O -0.9712 -2.1926 3.6677 -0.002 -0.115 -0.053
C 0.5926 8.6034 -0.4807 0.008 -0.005 -0.010
O -1.0829 -0.5062 0.9962 0.063 -0.091 0.206
O 1.3140 -1.7748 1.4073 0.218 0.762 0.372
H -1.6625 -1.0755 -4.0714 -0.042 -0.021 -0.034
H 4.3905 -0.7809 -3.8345 0.000 0.023 0.061
O -2.4273 4.0013 0.6269 -0.037 -0.014 0.021
N -0.2203 4.6178 0.7751 0.037 -0.023 -0.004
F -5.7663 -6.0431 3.5670 0.061 0.054 -0.018
H 0.6483 -3.0694 3.3907 0.034 -0.089 0.040
H 5.3890 -4.8167 1.0025 -0.011 0.001 -0.001
C -1.6707 -1.1822 -2.9826 0.005 0.074 0.080
C 0.9566 -5.9473 1.9240 0.059 0.000 -0.013
O -1.5959 -3.7182 -1.0595 -0.782 -0.496 -0.054
H -2.9031 6.3099 0.9939 -0.006 -0.004 -0.036
C 1.5593 -2.1739 -4.2365 -0.150 0.040 -0.121
O -2.4429 -5.4655 0.1003 -0.008 0.058 -0.112
C 1.8182 3.3936 0.9908 -0.036 -0.119 0.006
H -2.9481 -0.7171 -1.3194 0.003 -0.013 -0.034
H 0.6793 2.5758 -3.3692 0.009 -0.028 -0.024
N 0.5066 0.9885 0.2618 0.096 0.037 -0.035
C -1.1537 7.3589 0.6165 -0.012 -0.058 0.090
```
Forces are in eV/Å.

Computed properties:
- gap between HOMO and LUMO (eV) = 5.615
- total charge = 0
- highest occupied orbital energy (eV) = -6.260

Here are the Mulliken charges for atoms 1 to 5, given in e: -0.351 0.212 -0.619 -0.265 -0.691

=====

The highest highest occupied orbital energy belongs to which entry?
C11H3F4N4O2